# 1
{"formula": "C18H22FN3Se3SiSnTe", "method": "ωB97M-V/def2-TZVPD", "symbols": ["Sn", "N", "C", "C", "C", "C", "C", "C", "C", "C", "N", "C", "H", "H", "H", "H", "H", "H", "H", "H", "Se", "Se", "Te", "Se", "C", "Si", "C", "C", "N", "C", "C", "C", "C", "C", "C", "F", "H", "H", "H", "H", "H", "H", "H", "H", "H", "H", "H", "H", "H", "H"], "xyz": [[8.573, 9.545, 12.631], [5.068, 10.642, 5.945], [5.222, 9.439, 5.290], [4.239, 9.071, 4.352], [4.199, 7.816, 3.766], [5.219, 6.868, 4.026], [6.154, 7.232, 5.009], [7.119, 6.273, 5.443], [8.092, 6.621, 6.328], [8.245, 8.008, 6.649], [7.387, 8.930, 6.278], [6.263, 8.521, 5.517], [4.661, 11.318, 5.346], [5.974, 10.834, 6.483], [3.435, 9.754, 4.180], [3.412, 7.687, 3.025], [5.123, 5.835, 3.664], [7.057, 5.300, 5.018], [8.755, 5.898, 6.771], [9.046, 8.410, 7.265], [10.585, 8.176, 12.932], [11.813, 7.853, 10.783], [10.629, 9.912, 9.815], [8.347, 9.225, 10.177], [10.268, 12.631, 13.232], [8.390, 12.923, 13.228], [7.969, 14.255, 14.512], [7.809, 13.576, 11.455], [7.737, 11.346, 13.523], [6.496, 11.089, 14.180], [5.598, 10.258, 13.513], [4.387, 9.902, 14.090], [4.133, 10.308, 15.370], [5.066, 11.010, 16.162], [6.218, 11.453, 15.555], [7.265, 12.064, 16.119], [10.675, 13.626, 13.010], [10.603, 11.954, 12.443], [10.636, 12.209, 14.180], [8.213, 13.987, 15.569], [6.941, 14.535, 14.449], [8.501, 15.144, 14.201], [6.751, 13.601, 11.457], [8.230, 12.864, 10.666], [8.107, 14.604, 11.250], [5.822, 9.920, 12.495], [3.696, 9.245, 13.507], [3.154, 10.063, 15.784], [4.708, 11.357, 17.118], [7.570, 8.394, 13.247]], "relative_energy_kcal_mol": 0.0, "lumo_ev": -1.2501, "gap_ev": 6.459}

# 2
{"formula": "C18H22N10O2STc", "method": "ωB97M-V/def2-TZVPD", "symbols": ["Tc", "N", "C", "N", "C", "N", "N", "C", "N", "C", "C", "C", "C", "C", "N", "H", "H", "H", "H", "H", "H", "H", "H", "O", "C", "N", "C", "O", "C", "C", "C", "C", "N", "C", "H", "H", "H", "H", "H", "H", "H", "H", "S", "C", "N", "C", "C", "N", "H", "H", "H", "H", "H", "H"], "xyz": [[0.489, -0.112, -0.583], [3.088, -0.474, -2.733], [3.465, -0.444, -1.464], [4.746, -0.532, -1.200], [5.206, -0.569, 0.051], [6.479, -0.640, 0.315], [4.301, -0.542, 1.071], [3.048, -0.417, 0.791], [2.515, -0.317, -0.462], [2.055, -0.396, 1.870], [2.398, -0.573, 3.205], [1.389, -0.618, 4.159], [0.072, -0.508, 3.731], [-0.189, -0.321, 2.381], [0.774, -0.250, 1.454], [3.806, -0.621, -3.435], [2.126, -0.496, -3.036], [7.163, -0.665, -0.434], [6.809, -0.676, 1.274], [3.440, -0.683, 3.473], [1.626, -0.745, 5.206], [-0.743, -0.554, 4.439], [-1.210, -0.225, 2.040], [-3.642, -6.383, 0.191], [-4.410, -5.426, -0.383], [-3.709, -4.186, -0.358], [-4.244, -3.067, -0.963], [-5.272, -3.140, -1.576], [-3.534, -1.745, -0.807], [-4.365, -0.618, -0.833], [-3.793, 0.642, -0.773], [-2.417, 0.740, -0.695], [-1.602, -0.327, -0.669], [-2.160, -1.548, -0.727], [-4.074, -7.252, 0.256], [-5.409, -5.309, 0.115], [-4.707, -5.656, -1.442], [-2.848, -4.192, 0.174], [-5.435, -0.750, -0.912], [-4.399, 1.535, -0.805], [-1.938, 1.708, -0.653], [-1.475, -2.391, -0.737], [0.673, 1.984, -1.703], [0.618, 3.638, -1.175], [0.534, 4.618, -2.052], [0.473, 5.917, -1.404], [0.521, 5.555, 0.092], [0.605, 4.094, 0.066], [0.543, 4.530, -3.060], [-0.448, 6.440, -1.686], [1.312, 6.548, -1.718], [-0.376, 5.879, 0.629], [1.385, 5.994, 0.599], [0.740, 3.543, 0.898]], "relative_energy_kcal_mol": 0.0, "lumo_ev": [-13.3358, -15.2990], "total_charge": 4, "multiplicity": 4, "gap_ev": [6.679, 4.671]}

# 3
{"formula": "C18H22N2O2S", "method": "ωB97M-V/def2-TZVPD", "symbols": ["C", "C", "N", "C", "C", "C", "N", "S", "O", "O", "C", "C", "C", "C", "C", "C", "C", "C", "C", "C", "C", "C", "C", "H", "H", "H", "H", "H", "H", "H", "H", "H", "H", "H", "H", "H", "H", "H", "H", "H", "H", "H", "H", "H", "H"], "xyz": [[3.063, 3.558, 0.384], [3.059, 2.056, 0.103], [1.865, 1.638, -0.597], [1.854, 1.724, -2.045], [2.151, 0.369, -2.681], [0.750, 1.232, 0.032], [-0.285, 0.935, -0.672], [-1.678, 0.286, -0.086], [-2.764, 1.003, -0.690], [-1.693, 0.120, 1.345], [-1.521, -1.317, -0.860], [-1.775, -1.446, -2.210], [-1.578, -2.672, -2.822], [-1.124, -3.765, -2.090], [-0.892, -5.088, -2.755], [-0.870, -3.608, -0.730], [-1.065, -2.385, -0.114], [0.782, 1.142, 1.513], [0.255, 2.168, 2.286], [0.250, 2.062, 3.665], [0.768, 0.934, 4.277], [1.288, -0.094, 3.509], [1.298, 0.008, 2.130], [2.956, 4.123, -0.539], [3.997, 3.845, 0.861], [2.241, 3.816, 1.046], [3.134, 1.512, 1.046], [3.921, 1.791, -0.516], [0.859, 2.054, -2.350], [2.596, 2.463, -2.354], [2.155, 0.458, -3.763], [3.120, -0.005, -2.357], [1.382, -0.342, -2.390], [-2.132, -0.586, -2.753], [-1.779, -2.785, -3.877], [-1.470, -5.169, -3.671], [0.163, -5.196, -3.008], [-1.161, -5.906, -2.091], [-0.521, -4.453, -0.154], [-0.884, -2.239, 0.940], [-0.172, 3.034, 1.801], [-0.169, 2.858, 4.262], [0.755, 0.849, 5.354], [1.681, -0.981, 3.984], [1.690, -0.797, 1.523]], "relative_energy_kcal_mol": 32.8, "lumo_ev": 0.6766, "gap_ev": 9.500}